Entry 1:
Molecular formula: C23H25FN4O3S
Method: DFT, ωB97M-V with the def2-TZVPD basis set

SMILES: O=C(NCc1cccs1)C(=O)NC[C@@H](c1ccco1)N1CCN(c2ccc(F)cc2)CC1
Energy above the lowest of the compared OMol25 structures with the same formula, charge and spin, kcal/mol: 59.50
Charge: 0
Kohn-Sham gap, eV: 8.13
E_HOMO, eV: -7.47

Cartesian coordinates (Å):
S1 -6.64 0.40 0.41
F1 6.87 3.33 -1.71
O1 0.27 -1.33 -1.35
O2 -1.63 0.03 1.42
O3 -3.33 -1.44 -1.26
N1 -3.48 0.67 -0.41
N2 -1.50 -2.09 0.58
N3 1.89 -1.74 1.26
N4 3.92 0.21 1.77
C1 2.52 0.46 2.04
C2 6.77 1.59 -0.11
C3 0.95 -2.65 0.63
C4 4.77 2.76 -0.77
C5 -7.38 2.85 0.52
C6 4.63 0.97 0.86
C7 4.18 -1.21 1.89
C8 -5.73 1.58 -0.48
C9 6.14 2.56 -0.86
C10 4.03 1.97 0.08
C11 6.02 0.81 0.75
C12 1.62 -0.32 1.08
C13 -6.24 2.83 -0.32
C14 -3.01 -0.58 -0.46
C15 -0.42 -2.61 1.37
C16 1.21 -3.26 -1.89
C17 -4.53 1.17 -1.27
C18 0.81 -2.46 -0.86
C19 -1.96 -0.83 0.63
C20 -7.70 1.62 0.99
C21 0.30 -1.41 -2.69
C22 0.88 -2.58 -3.08
C23 3.28 -2.01 0.95
H1 -4.77 0.36 -1.96
H2 6.53 0.08 1.35
H3 1.82 0.00 0.04
H4 5.22 -1.44 1.67
H5 -4.16 2.03 -1.84
H6 3.96 -1.51 2.92
H7 1.04 -2.92 -4.08
H8 2.96 2.13 0.12
H9 -1.87 -2.64 -0.19
H10 -8.51 1.34 1.64
H11 7.83 1.46 -0.18
H12 2.32 0.12 3.06
H13 2.32 1.53 1.99
H14 -7.92 3.75 0.77
H15 -0.69 -3.62 1.69
H16 3.47 -3.08 1.08
H17 0.57 -0.11 1.31
H18 -0.31 -1.97 2.25
H19 -0.10 -0.59 -3.25
H20 4.30 3.52 -1.37
H21 -3.12 1.26 0.34
H22 1.37 -3.65 0.77
H23 1.68 -4.22 -1.80
H24 -5.83 3.71 -0.78
H25 3.53 -1.75 -0.10

=====

Entry 2:
Molecular formula: C23H25FN4OS
Method: DFT, ωB97M-V with the def2-TZVPD basis set

SMILES: C[C@@H](NC(=O)c1cccnc1)[C@@H](c1cccs1)N1CCN(c2ccccc2F)CC1
Energy above the lowest of the compared OMol25 structures with the same formula, charge and spin, kcal/mol: 7.25
Charge: 0
Kohn-Sham gap, eV: 8.09
E_HOMO, eV: -7.60

Cartesian coordinates (Å):
S1 2.19 1.92 -0.10
F1 -0.70 3.99 -1.96
O1 2.04 -2.36 -2.20
N1 -1.78 1.74 -0.67
N2 1.47 -2.49 -0.01
N3 0.95 -6.42 -2.55
N4 -0.44 -0.57 0.04
C1 1.28 3.27 1.88
C2 1.93 -1.17 0.35
C3 -0.97 5.29 -0.05
C4 -0.34 -4.63 -0.86
C5 -0.87 -5.89 -1.10
C6 1.13 1.11 1.02
C7 -0.81 1.27 -1.64
C8 3.01 -1.27 1.42
C9 -1.11 4.07 -0.66
C10 0.74 1.96 2.01
C11 -0.19 -6.74 -1.95
C12 -0.42 -0.19 -1.36
C13 -2.12 3.16 1.28
C14 -1.43 5.46 1.25
C15 1.51 -2.96 -1.28
C16 0.87 -4.29 -1.47
C17 -2.01 4.39 1.90
C18 -1.72 -0.31 0.68
C19 2.07 3.39 0.78
C20 -1.66 2.94 -0.03
C21 -2.59 0.66 -0.15
C22 0.74 -0.33 0.86
C23 1.45 -5.23 -2.32
H1 -1.12 -0.87 -1.87
H2 0.57 -0.38 -1.77
H3 -1.33 6.42 1.74
H4 -2.38 4.50 2.91
H5 0.07 1.90 -1.60
H6 2.60 4.25 0.43
H7 -0.57 -7.73 -2.18
H8 -3.02 0.13 -1.00
H9 3.86 -1.84 1.05
H10 -1.23 1.34 -2.66
H11 -0.53 6.10 -0.60
H12 -2.57 2.35 1.83
H13 2.38 -4.99 -2.83
H14 0.47 -0.70 1.86
H15 -1.56 0.12 1.67
H16 0.99 -3.02 0.69
H17 2.63 -1.76 2.32
H18 0.10 1.67 2.83
H19 -3.41 1.05 0.45
H20 1.07 4.07 2.56
H21 3.36 -0.27 1.70
H22 2.35 -0.73 -0.55
H23 -2.27 -1.26 0.81
H24 -1.81 -6.19 -0.66
H25 -0.85 -3.93 -0.23

=====

Entry 3:
Molecular formula: C23H25IN3O3SZr
Method: DFT, ωB97M-V with the def2-TZVPD basis set

Energy above the lowest of the compared OMol25 structures with the same formula, charge and spin, kcal/mol: 0.00
Charge: +1
Kohn-Sham gap, eV: 7.35
E_HOMO, eV: -11.29

Cartesian coordinates (Å):
I1 -1.29 0.55 2.98
Zr1 0.19 -0.03 0.68
S1 2.35 -0.08 -3.62
O1 0.77 -3.84 0.60
O2 -5.90 1.92 -2.89
O3 -1.25 -0.98 -0.25
N1 -4.23 -1.75 -2.05
N2 1.42 -0.55 -1.30
N3 -0.89 1.60 -0.38
C1 -4.58 1.99 -2.43
C2 1.74 0.43 -2.12
C3 0.01 2.63 -0.01
C4 3.36 -2.75 3.12
C5 2.16 -1.71 -3.14
C6 1.15 -1.97 2.17
C7 2.48 -0.47 3.65
C8 -2.80 0.51 -1.32
C9 -3.12 -1.89 -1.36
C10 -4.01 0.63 -2.03
C11 3.31 -0.97 1.35
C12 -2.66 -3.26 -0.98
C13 -0.14 4.00 -0.16
C14 -4.67 -0.53 -2.37
C15 -2.00 1.69 -1.01
C16 0.94 -3.01 1.36
C17 0.90 4.80 0.30
C18 -2.36 -0.77 -0.97
C19 1.66 -1.77 -1.89
C20 2.14 2.86 1.02
C21 1.13 2.01 0.57
C22 2.03 4.23 0.89
C23 2.60 -1.54 2.57
H1 -2.36 2.66 -1.35
H2 1.64 1.47 -1.86
H3 3.48 -3.52 2.35
H4 -1.02 4.45 -0.60
H5 -4.00 2.40 -3.26
H6 -3.35 -4.00 -1.40
H7 4.36 -2.45 3.44
H8 -1.65 -3.46 -1.35
H9 -4.50 2.69 -1.59
H10 3.48 -0.16 3.97
H11 -2.64 -3.38 0.10
H12 4.33 -0.68 1.62
H13 -5.59 -0.48 -2.94
H14 2.85 -3.19 3.97
H15 1.94 -0.83 4.52
H16 3.38 -1.68 0.53
H17 2.42 -2.52 -3.80
H18 -6.49 1.70 -2.16
H19 1.43 -2.68 -1.36
H20 0.82 5.88 0.21
H21 3.03 2.45 1.49
H22 1.96 0.42 3.29
H23 2.82 4.88 1.25
H24 2.81 -0.06 0.99
H25 0.38 -1.90 2.94

=====

Entry 4:
Molecular formula: C23H25MoO3SSi
Method: DFT, ωB97M-V with the def2-TZVPD basis set

Charge: +1
Multiplicity: 3
Kohn-Sham gap (spin up / spin down), eV: 6.07 / 7.13
E_HOMO (spin up / spin down), eV: -11.41 / -11.30

Cartesian coordinates (Å):
Mo1 -0.94 1.03 0.13
S1 -0.75 3.36 0.09
Si1 -0.10 0.21 2.61
O1 0.38 0.93 -1.30
O2 -1.50 -0.89 -0.40
O3 4.59 -0.91 -2.68
C1 -0.77 -1.75 -1.03
C2 -1.50 -2.95 -1.57
C3 1.09 -0.17 -1.53
C4 2.38 0.03 -2.08
C5 -2.07 -1.93 3.03
C6 3.30 -1.06 -2.26
C7 -1.45 3.89 -1.43
C8 -2.92 5.52 -2.39
C9 -3.11 4.72 -3.48
C10 -0.20 -3.88 3.72
C11 1.77 0.26 2.72
C12 -0.70 -1.57 3.06
C13 -0.82 1.43 3.83
C14 0.21 -2.54 3.41
C15 -1.52 3.11 -2.59
C16 -1.52 -4.25 3.62
C17 2.81 -2.35 -1.94
C18 -2.40 3.51 -3.60
C19 0.64 -1.50 -1.26
C20 1.52 -2.56 -1.43
C21 -2.13 5.10 -1.32
C22 5.16 0.42 -2.57
C23 -2.45 -3.23 3.35
H1 -1.93 -5.26 3.82
H2 0.56 -4.63 3.90
H3 -3.75 5.00 -4.33
H4 6.29 0.25 -2.53
H5 -3.50 6.47 -2.27
H6 -2.02 5.65 -0.39
H7 2.13 0.06 3.74
H8 -1.81 -3.57 -0.70
H9 -1.77 1.94 3.48
H10 -1.03 0.97 4.79
H11 2.18 1.24 2.51
H12 -2.87 -1.23 2.87
H13 -0.03 2.18 4.04
H14 3.55 -3.20 -2.09
H15 2.68 1.03 -2.34
H16 -0.93 2.17 -2.69
H17 1.18 -3.59 -1.35
H18 -2.41 -2.68 -2.08
H19 2.20 -0.44 2.03
H20 -0.76 -3.51 -2.26
H21 1.30 -2.34 3.36
H22 4.87 0.95 -1.61
H23 4.90 1.14 -3.39
H24 -3.55 -3.51 3.33
H25 -2.50 2.92 -4.56

=====

Entry 5:
Molecular formula: C23H25N15O3Ti
Method: DFT, ωB97M-V with the def2-TZVPD basis set

Energy above the lowest of the compared OMol25 structures with the same formula, charge and spin, kcal/mol: 22.05
Charge: +2
Kohn-Sham gap, eV: 7.90
E_HOMO, eV: -14.71

Cartesian coordinates (Å):
Ti1 0.32 -0.64 -0.45
O1 -0.42 -1.95 -2.07
O2 2.92 -2.07 -3.03
O3 0.22 2.63 -0.59
N1 -1.13 3.08 3.15
N2 -0.24 1.46 1.81
N3 2.34 0.67 0.29
N4 -3.43 -2.24 1.29
N5 -0.15 0.13 1.84
N6 -0.97 0.81 3.79
N7 -4.68 1.62 2.23
N8 -1.57 -1.62 0.24
N9 -0.22 1.44 -1.19
N10 -3.06 1.00 0.01
N11 -0.76 1.79 2.94
N12 -2.72 -3.31 0.87
N13 1.53 -2.31 0.19
N14 -0.74 -0.70 -2.14
N15 1.70 -0.54 -1.79
C1 3.08 1.10 -0.73
C2 2.98 -4.62 0.32
C3 4.61 2.15 0.76
C4 3.91 1.59 1.84
C5 2.92 -3.93 -0.88
C6 4.20 1.89 -0.53
C7 -1.34 2.84 -2.89
C8 -0.98 1.57 -2.23
C9 -2.71 -1.24 0.88
C10 2.29 -1.75 -2.06
C11 -3.63 2.18 0.18
C12 2.31 -4.15 1.46
C13 -3.25 0.13 1.03
C14 2.54 0.64 -2.08
C15 -0.57 -0.22 3.07
C16 -2.20 0.04 -4.03
C17 2.76 0.89 1.55
C18 -4.50 2.47 1.24
C19 2.25 -2.72 -0.89
C20 1.53 -2.98 1.34
C21 -1.64 -2.93 0.22
C22 -4.03 0.44 2.15
C23 -1.28 0.20 -2.86
H1 -2.05 -0.91 -4.55
H2 -0.73 2.98 -3.78
H3 3.37 -4.34 -1.77
H4 -3.11 -4.25 0.95
H5 -4.11 -0.24 2.98
H6 2.21 0.39 2.33
H7 -1.23 3.69 -2.26
H8 1.91 1.39 -2.52
H9 4.23 1.66 2.87
H10 3.56 -5.51 0.39
H11 -1.53 3.13 4.08
H12 5.53 2.67 0.91
H13 -0.60 -1.26 3.41
H14 0.39 2.33 0.31
H15 2.38 -4.63 2.41
H16 0.93 -2.65 2.16
H17 4.77 2.30 -1.36
H18 -0.95 -3.62 -0.21
H19 -0.31 3.65 3.10
H20 -3.21 0.05 -3.65
H21 -5.04 3.39 1.26
H22 3.33 0.33 -2.78
H23 -2.39 2.76 -3.24
H24 -2.10 0.89 -4.73
H25 -3.47 2.96 -0.56

=====

Entry 6:
Molecular formula: C23H25N3O4
Method: DFT, ωB97M-V with the def2-TZVPD basis set

SMILES: C=CCN(CC=C)C(=O)CN1C(=O)N[C@@](C)(c2ccc3cc(OC)ccc3c2)C1=O
Energy above the lowest of the compared OMol25 structures with the same formula, charge and spin, kcal/mol: 45.78
Charge: 0
Kohn-Sham gap, eV: 8.83
E_HOMO, eV: -8.04

Cartesian coordinates (Å):
O1 -0.78 -6.95 -1.02
O2 1.94 1.32 -0.48
O3 -1.32 1.77 0.69
O4 0.55 2.13 3.78
N1 -1.54 3.88 -0.05
N2 1.17 2.05 1.55
N3 1.64 0.33 2.85
C1 0.51 3.25 1.13
C2 3.66 -0.19 1.55
C3 0.44 4.30 -2.14
C4 1.32 -3.58 0.24
C5 2.13 -0.07 1.54
C6 1.74 1.15 0.69
C7 1.23 -5.86 -0.54
C8 -0.83 -4.65 -0.24
C9 1.05 1.54 2.86
C10 -2.87 2.38 -2.82
C11 1.95 -4.78 -0.13
C12 -0.73 -2.32 0.56
C13 -2.84 3.58 -0.64
C14 -0.10 -3.52 0.18
C15 -2.77 3.51 -2.14
C16 -0.02 5.31 -1.42
C17 -0.01 -1.24 0.98
C18 -1.00 5.20 -0.28
C19 -0.18 -5.80 -0.60
C20 -2.19 -6.98 -1.11
C21 1.40 -1.30 1.04
C22 -0.87 2.89 0.56
C23 2.04 -2.46 0.67
H1 3.97 -1.02 2.18
H2 -1.91 -4.57 -0.27
H3 -2.44 -7.98 -1.46
H4 3.03 -4.84 -0.10
H5 1.62 -0.29 3.64
H6 -1.84 5.87 -0.48
H7 -1.81 -2.25 0.50
H8 -0.52 5.57 0.64
H9 4.09 0.73 1.95
H10 0.14 3.28 -1.96
H11 -2.65 -6.81 -0.13
H12 -3.02 1.44 -2.32
H13 -0.51 -0.32 1.24
H14 -2.81 2.35 -3.89
H15 -3.55 4.36 -0.33
H16 0.39 3.88 2.01
H17 -3.15 2.62 -0.24
H18 1.13 3.74 0.37
H19 0.30 6.32 -1.62
H20 3.12 -2.54 0.70
H21 -2.61 4.45 -2.65
H22 4.02 -0.33 0.54
H23 -2.56 -6.23 -1.82
H24 1.14 4.46 -2.94
H25 1.70 -6.79 -0.83

=====

Entry 7:
Molecular formula: C23H25N3O6
Method: DFT, ωB97M-V with the def2-TZVPD basis set

SMILES: COc1ccc(CNC(=O)[C@H](C)NC(=O)[C@H]2CC(=O)N(c3ccc4c(c3)OCO4)C2)cc1
Energy above the lowest of the compared OMol25 structures with the same formula, charge and spin, kcal/mol: 8.79
Charge: 0
Kohn-Sham gap, eV: 8.20
E_HOMO, eV: -7.78

Cartesian coordinates (Å):
O1 -4.55 0.65 -1.53
O2 -5.31 0.12 0.58
O3 2.98 1.55 -1.41
O4 -3.25 -2.09 0.03
O5 -0.71 3.66 -1.68
O6 3.71 -2.43 0.55
N1 -0.29 2.33 0.14
N2 2.97 -1.29 -1.26
N3 3.54 0.90 0.66
C1 5.48 -0.43 1.33
C2 0.02 3.26 -0.82
C3 4.46 -0.15 0.24
C4 -0.31 -1.70 -2.05
C5 2.88 1.68 -0.20
C6 -2.35 1.52 -0.82
C7 -4.04 0.64 0.67
C8 -3.59 0.97 -0.61
C9 -1.93 -2.13 -0.32
C10 0.77 2.14 1.12
C11 -1.61 -1.65 -1.59
C12 -1.55 1.74 0.31
C13 -1.99 1.38 1.57
C14 2.12 -2.35 -1.77
C15 0.70 -2.23 -1.26
C16 2.02 2.76 0.46
C17 -5.60 0.06 -0.80
C18 0.39 -2.67 0.02
C19 1.45 3.72 -0.58
C20 -0.91 -2.61 0.49
C21 -3.26 0.83 1.78
C22 3.67 -1.43 -0.13
C23 -3.63 -2.60 1.28
H1 2.01 3.66 -1.52
H2 4.96 0.22 -0.67
H3 1.44 4.75 -0.24
H4 2.14 -2.31 -2.86
H5 0.53 2.67 2.05
H6 2.92 -0.38 -1.70
H7 2.64 3.27 1.21
H8 -3.40 -3.67 1.36
H9 -1.12 -2.98 1.49
H10 -6.54 0.61 -1.00
H11 6.21 -1.14 0.98
H12 -1.37 1.55 2.44
H13 0.88 1.08 1.34
H14 1.17 -3.06 0.64
H15 -4.70 -2.45 1.35
H16 5.99 0.49 1.63
H17 -3.60 0.57 2.76
H18 -3.14 -2.06 2.10
H19 2.55 -3.30 -1.43
H20 -0.09 -1.34 -3.05
H21 4.98 -0.86 2.20
H22 -5.72 -0.99 -1.11
H23 -2.02 1.78 -1.81
H24 3.39 0.99 1.66
H25 -2.41 -1.26 -2.21

=====

Entry 8:
Molecular formula: C23H26As2CoF3O5S6
Method: DFT, ωB97M-V with the def2-TZVPD basis set

Charge: 0
Kohn-Sham gap (spin up / spin down), eV: 7.05 / 7.05
E_HOMO (spin up / spin down), eV: -7.62 / -7.62

Cartesian coordinates (Å):
As1 2.20 0.06 0.02
As2 -0.27 -2.07 -0.23
Co1 -0.20 0.32 -0.24
S1 1.30 -0.62 3.13
S2 -1.19 0.45 1.79
S3 -1.91 1.68 4.90
S4 0.68 0.45 5.71
S5 3.32 -0.91 5.27
S6 -0.34 0.11 -3.37
F1 1.30 1.89 -4.43
F2 1.92 -0.17 -4.71
F3 0.27 0.63 -5.85
O1 -1.56 0.78 -3.70
O2 -0.03 2.21 -0.14
O3 0.34 0.66 -2.15
O4 -1.99 0.31 -0.73
O5 -0.31 -1.33 -3.40
C1 -2.66 1.37 -1.06
C2 -4.80 2.19 -1.87
C3 -3.99 1.15 -1.51
C4 2.57 -1.83 0.24
C5 3.11 -4.56 0.21
C6 3.46 0.97 1.19
C7 -0.38 4.46 -0.56
C8 3.13 0.31 -1.67
C9 -0.50 0.75 4.44
C10 1.85 -0.38 4.75
C11 -3.06 3.76 -1.40
C12 -1.01 -2.82 1.41
C13 4.11 -3.66 0.52
C14 3.85 -2.30 0.53
C15 -3.23 0.48 4.67
C16 -4.34 3.52 -1.81
C17 -0.20 0.27 3.21
C18 1.83 -4.10 -0.07
C19 -2.19 2.71 -1.01
C20 -0.86 3.04 -0.57
C21 0.86 0.65 -4.66
C22 1.55 -2.74 -0.04
C23 -1.15 -3.26 -1.47
H1 -4.15 1.00 4.94
H2 4.45 0.87 0.75
H3 2.96 1.32 -2.05
H4 5.11 -4.01 0.75
H5 -3.10 -0.38 5.32
H6 -1.24 -4.24 -0.99
H7 -0.96 5.06 0.14
H8 -3.29 0.16 3.63
H9 -2.14 -2.85 -1.67
H10 -0.88 -3.90 1.36
H11 -4.33 0.12 -1.56
H12 0.66 4.48 -0.27
H13 4.65 -1.60 0.76
H14 -0.49 -2.43 2.27
H15 3.31 -5.62 0.19
H16 -0.50 4.90 -1.55
H17 3.19 2.03 1.23
H18 -2.06 -2.56 1.48
H19 3.45 0.57 2.20
H20 2.74 -0.41 -2.38
H21 1.05 -4.82 -0.31
H22 -4.99 4.33 -2.09
H23 4.19 0.14 -1.49
H24 -5.80 1.98 -2.20
H25 -0.61 -3.31 -2.40
H26 -2.70 4.78 -1.36